Formula: C9H9N3O2S2
Source: the Open Molecules 2025 dataset
Level of theory: ωB97M-V/def2-TZVPD

Each line ends with the natural charge from an NBO analysis.
Positions of all 25 atoms, in Å:
C: -3.88181 -1.62311 -0.98557  -0.3935
C: -2.99377 -1.80346 -0.02747  -0.1848
C: -1.86945 -0.86381 0.29684  -0.2783
N: -1.71198 0.18902 -0.67492  -0.8575
S: -0.94873 1.57920 -0.19068  2.3270
O: -0.95929 2.46201 -1.31543  -0.9275
O: -1.54191 1.98599 1.04575  -0.9334
C: 0.74226 1.05906 0.12583  -0.3250
C: 1.60575 0.98366 -0.92756  -0.1995
C: 2.90736 0.52751 -0.65975  0.1569
N: 3.91796 0.36974 -1.51758  -0.6314
S: 5.19290 -0.17486 -0.71359  0.9921
N: 4.54844 -0.24954 0.75299  -0.6148
C: 3.28004 0.15990 0.68497  0.0744
C: 2.35215 0.25944 1.73706  -0.1890
C: 1.09423 0.70688 1.43995  -0.1961
H: 0.34098 0.82450 2.20270  0.2470
H: 2.64775 -0.00946 2.73797  0.2357
H: 1.30472 1.28408 -1.91747  0.2521
H: -1.44165 -0.10968 -1.59783  0.4050
H: -0.94028 -1.44393 0.42847  0.1890
H: -2.08483 -0.35585 1.24251  0.2393
H: -3.03187 -2.67490 0.61252  0.2047
H: -4.67071 -2.33246 -1.16549  0.2048
H: -3.85826 -0.74992 -1.61422  0.2030

Its energy relative to the best compared isomer or geometry (same formula, charge and spin) is 6.3 kcal per mole. The calculation puts the molar mass at 255.32 g mol⁻¹. The LUMO energy comes out at -1.159 eV. Its HOMO-LUMO gap is 0.309 Eh.